{
  "formula": "C21H20ClN3O3S",
  "method": "wB97M-V/def2-TZVPD",
  "gap_ev": 9.4,
  "smiles": "Cc1ccc(N(CC(=O)NCc2ccccn2)S(=O)(=O)c2ccccc2)cc1Cl",
  "e_above_lowest_kj_mol": 154.37,
  "total_energy_ha": -2060.62893,
  "elements": ["C", "C", "C", "C", "C", "C", "C", "Cl", "H", "N", "S", "O", "O", "C", "C", "C", "C", "C", "C", "H", "H", "H", "H", "H", "C", "H", "H", "C", "O", "N", "H", "C", "C", "N", "C", "C", "C", "C", "H", "H", "H", "H", "H", "H", "H", "H", "H", "H", "H"],
  "xyz": [[4.419, 2.752, -0.801], [3.208, 1.995, -0.356], [1.984, 2.129, -1.001], [0.863, 1.433, -0.588], [0.943, 0.570, 0.498], [2.160, 0.408, 1.153], [3.265, 1.119, 0.725], [4.765, 0.874, 1.550], [2.253, -0.275, 1.983], [-0.192, -0.175, 0.862], [-0.616, -1.362, -0.239], [-0.859, -0.750, -1.507], [-1.673, -2.129, 0.363], [0.881, -2.335, -0.308], [1.042, -3.385, 0.574], [2.255, -4.054, 0.611], [3.289, -3.656, -0.223], [3.113, -2.601, -1.105], [1.901, -1.932, -1.149], [1.727, -1.113, -1.828], [3.919, -2.297, -1.755], [4.236, -4.172, -0.186], [2.394, -4.881, 1.291], [0.216, -3.673, 1.204], [-0.564, -0.337, 2.256], [-0.751, -1.390, 2.473], [0.217, 0.056, 2.908], [-1.844, 0.498, 2.444], [-1.837, 1.585, 2.982], [-2.927, -0.093, 1.910], [-2.784, -0.955, 1.394], [-4.111, 0.662, 1.546], [-4.054, 0.942, 0.065], [-4.950, 0.332, -0.695], [-4.873, 0.484, -2.005], [-3.899, 1.247, -2.628], [-2.966, 1.894, -1.832], [-3.043, 1.742, -0.460], [-2.339, 2.226, 0.201], [-2.195, 2.506, -2.278], [-3.869, 1.331, -3.703], [-5.630, -0.037, -2.578], [-5.005, 0.080, 1.775], [-4.100, 1.588, 2.128], [-0.075, 1.530, -1.108], [1.910, 2.799, -1.844], [4.786, 3.382, 0.008], [4.190, 3.377, -1.659], [5.219, 2.062, -1.067]],
  "mulliken_charge": [-1.811, 0.871, -1.068, -0.228, -0.740, -0.417, 0.340, -0.248, 0.560, 0.956, 1.579, -0.676, -0.881, 0.065, -0.471, -0.687, -0.430, -0.712, -0.306, 0.513, 0.431, 0.405, 0.419, 0.469, -0.662, 0.394, 0.622, 0.266, -0.656, -0.119, 0.346, -1.111, 0.592, -0.643, -0.384, -0.471, -0.337, -0.091, 0.469, 0.439, 0.394, 0.402, 0.311, 0.472, 0.375, 0.342, 0.375, 0.378, 0.365]
}